(one)
Below is one molecule with the formula C3H8N2O, with properties calculated with ωB97M-V/def2-TZVPD.

ORCA input file:
```
! RIJCOSX wB97M-V def2-TZVPD def2/J DEFGRID3
* xyz 0 1
C 1.647 0.328 -1.423
C 0.489 0.558 -0.474
O 0.389 1.614 0.125
N -0.441 -0.426 -0.417
C -1.448 -0.344 0.677
N -0.916 -0.251 1.971
H 2.552 0.579 -0.884
H 1.648 -0.636 -1.931
H 1.444 0.988 -2.270
H -0.214 -1.271 -0.910
H -2.008 0.514 0.415
H -2.070 -1.223 0.515
H -0.440 -1.075 2.288
H -0.633 0.644 2.318
*
```

(two)
Below is one molecule with the formula C3H8N2O, with properties calculated with ωB97M-V/def2-TZVPD.

ORCA input file:
```
! RIJCOSX wB97M-V def2-TZVPD def2/J DEFGRID3
* xyz 0 1
C -1.178 -0.110 -0.932
C 0.554 0.072 -0.625
N 0.749 1.479 -0.302
C 0.697 -0.846 0.541
N -0.249 -0.604 1.548
O 1.297 -1.915 0.527
H -1.887 0.288 -0.207
H -1.291 0.519 -1.815
H -1.348 -1.166 -1.143
H 1.143 -0.275 -1.476
H 1.605 1.819 -0.744
H 0.883 1.734 0.673
H -0.275 -1.288 2.293
H -0.700 0.294 1.663
*
```

(three)
Below is one molecule with the formula C3H8N2O, with properties calculated with ωB97M-V/def2-TZVPD.

ORCA input file:
```
! RIJCOSX wB97M-V def2-TZVPD def2/J DEFGRID3
* xyz 0 1
N 0.539 -1.297 -1.359
N 0.583 -0.596 -0.181
C -0.699 -0.765 0.538
C -0.848 0.676 0.804
C 0.329 0.889 -0.135
O 1.477 1.591 0.325
H 1.400 -1.209 -1.817
H -0.209 -1.089 -2.009
H -0.651 -1.349 1.408
H -1.470 -1.403 -0.003
H -1.728 1.309 0.686
H -0.484 1.000 1.788
H 0.062 1.210 -1.096
H 1.698 1.033 1.053
*
```

(four)
Below is one molecule with the formula C3H8N2O, with properties calculated with ωB97M-V/def2-TZVPD.

ORCA input file:
```
! RIJCOSX wB97M-V def2-TZVPD def2/J DEFGRID3
* xyz 0 1
N -1.956 -0.089 0.603
C -1.074 -0.290 -0.542
C 0.268 0.299 -0.335
N 0.396 1.668 -0.214
C 1.221 -0.641 -0.077
O 2.414 -0.261 0.546
H -2.834 -0.577 0.461
H -1.526 -0.468 1.443
H -0.620 -1.417 -0.489
H -1.562 0.138 -1.424
H 1.290 1.971 0.143
H -0.404 2.124 0.200
H 1.277 -1.583 -0.609
H 3.112 -0.873 0.295
*
```

Quick one: least stable of them? (three)

(one)
Below is one molecule with the formula C3H8N2O, with properties calculated with ωB97M-V/def2-TZVPD.

ORCA input file:
```
! RIJCOSX wB97M-V def2-TZVPD def2/J DEFGRID3
* xyz 0 1
C -2.523 -0.110 -0.085
N -1.269 0.533 0.211
C -0.170 -0.087 0.100
O -0.013 -1.375 -0.301
N 0.940 0.603 0.531
C 2.262 0.362 -0.007
H -2.430 -1.182 -0.280
H -3.193 0.044 0.763
H -2.964 0.371 -0.961
H 0.912 -1.635 -0.234
H 0.577 1.568 0.665
H 2.279 0.297 -1.102
H 2.678 -0.566 0.399
H 2.914 1.176 0.300
*
```

(two)
Below is a 2-piece molecular cluster, C3H8N2O overall, with properties calculated with ωB97M-V/def2-TZVPD.

ORCA input file:
```
! RIJCOSX wB97M-V def2-TZVPD def2/J DEFGRID3
* xyz 0 1
C -1.356 -0.536 1.102
C -0.269 -0.110 1.837
N 0.718 -0.951 2.227
H -1.737 -1.529 0.886
H -2.102 0.232 0.684
H 0.038 0.922 1.959
H 0.462 -1.904 2.270
H 1.477 -0.773 2.811
N -0.003 0.295 -2.182
C 0.850 1.307 -2.470
O 1.608 1.779 -1.684
H -0.280 -0.466 -2.777
H -0.250 0.205 -1.139
H 0.845 1.529 -3.524
*
```

(three)
Below is one molecule with the formula C3H8N2O, with properties calculated with ωB97M-V/def2-TZVPD.

ORCA input file:
```
! RIJCOSX wB97M-V def2-TZVPD def2/J DEFGRID3
* xyz 0 1
C -2.167 -0.516 0.034
N -0.709 -0.839 0.051
C -0.047 0.419 0.049
O -0.459 1.556 0.046
N 1.271 0.384 -0.248
C 2.123 -0.693 0.130
H -2.280 0.408 -0.508
H -2.562 -0.453 1.058
H -2.756 -1.326 -0.484
H -0.847 -1.307 -0.896
H 1.673 1.318 0.024
H 1.773 -1.669 -0.279
H 3.123 -0.681 -0.429
H 2.162 -0.810 1.242
*
```

Quick one: least stable of them? (two)

(one)
Below is one molecule with the formula C4H7NO, with properties calculated with ωB97M-V/def2-TZVPD.

ORCA input file:
```
! RIJCOSX wB97M-V def2-TZVPD def2/J DEFGRID3
* xyz 0 1
C 1.002 -0.491 -1.136
C 0.307 0.579 -0.334
C -1.168 0.474 -0.220
N -1.265 -0.492 0.889
C -0.339 -0.306 1.756
O 0.734 0.396 1.531
H 1.814 -0.876 -0.521
H 1.448 -0.069 -2.049
H 0.344 -1.320 -1.428
H 0.799 1.522 -0.237
H -1.655 1.428 0.041
H -1.697 0.052 -1.092
H -0.497 -0.784 2.727
*
```

(two)
Below is C4H7NO as an isolated structure, with properties calculated with ωB97M-V/def2-TZVPD.

ORCA input file:
```
! RIJCOSX wB97M-V def2-TZVPD def2/J DEFGRID3
* xyz 0 1
C 0.655 0.431 1.446
C 0.306 -0.059 0.072
C -1.038 -0.574 -0.423
C -0.710 0.374 -1.611
O -1.297 0.646 -2.627
N 0.493 0.824 -1.079
H 1.663 0.857 1.461
H -0.057 1.234 1.657
H 0.563 -0.349 2.208
H 1.119 -1.120 -0.005
H -1.127 -1.642 -0.649
H -1.859 -0.261 0.228
H 1.233 -0.478 -0.680
*
```

(three)
Below is a 2-piece molecular cluster, C4H7NO overall, with properties calculated with ωB97M-V/def2-TZVPD.

ORCA input file:
```
! RIJCOSX wB97M-V def2-TZVPD def2/J DEFGRID3
* xyz 0 1
C 0.045 3.788 0.153
C -1.044 1.225 -0.014
C 0.830 -0.227 -0.408
C -0.585 -0.241 0.090
N -0.845 2.056 0.894
O -0.588 4.180 -0.696
H -1.585 1.593 -0.812
H 0.747 0.127 -1.412
H 1.210 -1.162 -0.518
H 1.338 0.320 0.266
H -0.712 -0.433 1.285
H -1.144 -0.925 -0.454
H -0.371 1.704 1.826
*
```

Quick one: least stable of them? (two)

(one)
Below is one molecule with the formula C4H7NO, with properties calculated with ωB97M-V/def2-TZVPD.

ORCA input file:
```
! RIJCOSX wB97M-V def2-TZVPD def2/J DEFGRID3
* xyz 0 1
C -0.280 -1.598 0.980
C -0.083 -0.405 0.103
N -0.167 -0.430 -1.165
C 0.089 0.908 -1.646
O 0.322 1.759 -0.527
C 0.246 0.971 0.637
H 0.621 -1.797 1.572
H -1.098 -1.429 1.690
H -0.509 -2.477 0.375
H -0.774 1.272 -2.219
H 0.966 0.904 -2.307
H -0.531 1.346 1.320
H 1.199 0.977 1.187
*
```

(two)
Below is one molecule with the formula C4H7NO, with properties calculated with ωB97M-V/def2-TZVPD.

ORCA input file:
```
! RIJCOSX wB97M-V def2-TZVPD def2/J DEFGRID3
* xyz 0 1
O 0.414 1.810 -0.460
C 0.865 0.758 0.303
C -0.168 0.083 1.274
N -0.234 -1.162 0.402
C -0.814 -0.646 -0.896
C 0.711 -0.544 -0.480
H -0.346 1.089 -1.063
H 1.865 0.886 0.751
H -1.132 0.595 1.396
H 0.228 -0.199 2.254
H -1.766 -0.148 -0.678
H -0.966 -1.412 -1.654
H 1.370 -1.120 -1.139
*
```

(three)
Below is one molecule with the formula C4H7NO, with properties calculated with ωB97M-V/def2-TZVPD.

ORCA input file:
```
! RIJCOSX wB97M-V def2-TZVPD def2/J DEFGRID3
* xyz 0 1
C -0.354 1.009 1.689
C -0.477 0.554 0.263
O -1.456 0.797 -0.413
C 0.635 -0.197 -0.339
C 0.336 -1.400 -1.134
N 0.552 -0.215 -1.895
H 0.240 1.917 1.724
H 0.140 0.275 2.319
H -1.332 1.225 2.096
H 1.587 -0.154 0.195
H -0.652 -1.828 -1.081
H 1.145 -2.109 -1.206
H -0.364 0.127 -2.219
*
```

Quick one: least stable of them? (two)

(one)
Below is C4H7NO as an isolated structure, with properties calculated with ωB97M-V/def2-TZVPD.

ORCA input file:
```
! RIJCOSX wB97M-V def2-TZVPD def2/J DEFGRID3
* xyz 0 1
C 1.319 -0.574 -1.006
C 0.545 0.568 -0.403
C -1.008 0.731 -0.382
N -0.234 0.475 0.806
C -0.778 -0.442 1.618
O -2.002 -0.648 1.570
H 2.187 -0.856 -0.396
H 1.700 -0.276 -1.992
H 0.664 -1.434 -1.135
H 1.154 1.487 -0.330
H -1.243 1.797 -0.492
H -2.028 -0.091 0.190
H -0.145 -0.939 2.346
*
```

(two)
Below is one molecule with the formula C4H7NO, with properties calculated with ωB97M-V/def2-TZVPD.

ORCA input file:
```
! RIJCOSX wB97M-V def2-TZVPD def2/J DEFGRID3
* xyz 0 1
C -0.385 0.068 -1.111
C 0.765 -0.538 -0.770
C 1.620 0.333 0.092
O 0.815 0.171 1.287
N -0.843 0.482 1.009
C -1.501 -0.257 -0.188
H -0.347 1.130 -1.361
H 0.744 -1.574 -0.417
H 2.641 -0.028 0.297
H 1.660 1.381 -0.225
H -1.014 -0.082 1.828
H -1.666 -1.331 -0.023
H -2.475 0.225 -0.411
*
```

Quick one: least stable of them? (two)

(one)
Below is one molecule with the formula C4H7NO, with properties calculated with ωB97M-V/def2-TZVPD.

ORCA input file:
```
! RIJCOSX wB97M-V def2-TZVPD def2/J DEFGRID3
* xyz 0 1
C 0.648 1.435 -0.038
N 0.744 0.018 0.431
O 1.689 -0.679 -0.172
C -0.554 -0.840 0.376
C -1.121 -1.464 -0.847
C -0.318 -2.201 -0.109
H 1.617 1.700 -0.566
H -0.042 1.357 -0.903
H 0.438 2.190 0.675
H 1.131 0.139 1.470
H -1.261 -0.418 1.087
H -1.569 -1.500 -1.778
H -0.086 -3.243 0.062
*
```

(two)
Below is one molecule with the formula C4H7NO, with properties calculated with ωB97M-V/def2-TZVPD.

ORCA input file:
```
! RIJCOSX wB97M-V def2-TZVPD def2/J DEFGRID3
* xyz 0 1
C -1.262 -0.913 -0.991
C 0.047 -0.826 -0.254
O 1.074 -1.393 -0.534
N -0.148 0.027 0.944
C 0.327 1.210 0.221
C 1.143 0.613 1.313
H -1.186 -1.041 -2.074
H -1.707 -1.809 -0.556
H -1.897 -0.056 -0.751
H -0.235 2.134 0.209
H 0.595 0.880 -0.803
H 1.232 1.112 2.282
H 1.997 0.007 1.028
*
```

Quick one: least stable of them? (one)

(one)
Below is one molecule with the formula C4H7NO, with properties calculated with ωB97M-V/def2-TZVPD.

ORCA input file:
```
! RIJCOSX wB97M-V def2-TZVPD def2/J DEFGRID3
* xyz 0 1
O -2.281 -0.632 -1.915
C -1.186 -0.157 -1.708
N -0.210 -0.735 -0.932
C 0.617 0.147 -0.143
C 1.065 -0.303 1.211
C 0.009 0.765 1.088
H -0.851 0.797 -2.160
H -0.530 -1.575 -0.462
H 1.317 0.734 -0.734
H 0.763 -1.288 1.560
H 2.058 -0.007 1.536
H 0.245 1.790 1.354
H -1.014 0.464 1.305
*
```

(two)
Below is one molecule with the formula C4H7NO, with properties calculated with ωB97M-V/def2-TZVPD.

ORCA input file:
```
! RIJCOSX wB97M-V def2-TZVPD def2/J DEFGRID3
* xyz 0 1
O 2.012 1.667 -0.525
C 1.154 0.629 -0.389
C -0.288 -1.773 -0.261
C -1.039 -0.630 -0.010
N -0.802 -0.099 1.284
C -0.124 0.748 0.153
H 1.699 2.418 -0.003
H 1.578 -0.280 -0.803
H -0.279 -2.523 0.522
H 0.254 -1.938 -1.182
H -1.938 -0.288 -0.538
H -1.658 0.326 1.675
H -0.569 1.744 0.077
*
```

Quick one: least stable of them? (two)